(1)
ORCA calculation (the ωB97M-V functional and the def2-TZVPD basis) on an isolated ion of composition C10H18N3 and charge +1.

Geometry as XYZ:
```
31
Properties=species:S:1:pos:R:3:mulliken_charge:R:1
C 2.22 0.09 -1.39 -1.781
C 1.63 0.39 0.00 1.060
C 2.87 0.32 0.93 -1.574
C 0.70 1.64 0.01 -0.684
N -0.48 1.49 0.72 -0.076
N -1.50 2.50 1.35 -0.738
C -1.85 1.75 0.48 0.454
C -2.76 1.12 -0.46 -0.657
C -1.97 -0.18 -0.79 -0.271
C -2.05 -1.11 0.47 -0.982
C -0.96 -2.28 0.43 -0.784
C 0.43 -1.81 0.21 0.027
N 0.67 -0.61 0.51 -0.149
H 3.04 0.86 -1.52 0.422
H 1.57 0.02 -2.21 0.402
H 2.76 -0.84 -1.31 0.519
H 3.42 1.25 0.72 0.454
H 3.47 -0.61 0.85 0.389
H 2.70 0.28 2.04 0.386
H 1.24 2.47 0.62 0.388
H 0.67 1.95 -1.04 0.369
H -2.78 1.75 -1.32 0.370
H -3.74 0.81 -0.11 0.346
H -0.88 0.11 -0.98 0.022
H -2.35 -0.72 -1.63 0.543
H -1.90 -0.52 1.37 0.435
H -2.99 -1.71 0.50 0.412
H -1.01 -2.92 1.31 0.363
H -1.13 -3.03 -0.38 0.437
H 1.03 -2.43 -0.34 0.545
H -0.07 0.01 0.95 0.355
```

Computed properties:
Calculated total energy ... -555.6881 hartree
ΔE to the lowest compared entry with this formula, charge and spin ... 625.4 kJ/mol
HOMO energy ... -13.00 eV
Net charge ... +1
LUMO level ... -3.692 eV
Structure (SMILES) ... CC1(C)CN2N=C2CCCC/C=[NH+]/1

(2)
ORCA calculation (the ωB97M-V functional and the def2-TZVPD basis) on a 3-piece molecular cluster, C4H16N2O2 overall.

Geometry as XYZ:
```
24
Properties=species:S:1:pos:R:3:mulliken_charge:R:1
C 0.24 1.44 0.70 -0.067
C -0.98 0.50 0.91 -0.890
C -1.15 -0.66 -0.04 -0.081
C -1.14 -0.21 -1.53 -0.842
N 0.07 -0.65 -2.17 -0.464
N 1.31 1.13 1.60 -0.164
H 0.66 1.41 -0.32 0.042
H -0.03 2.47 0.96 0.375
H -0.82 0.12 1.89 0.168
H -1.81 1.21 0.83 0.340
H -2.05 -1.22 0.15 0.400
H -0.32 -1.38 0.02 0.315
H -2.04 -0.55 -2.05 0.345
H -1.17 0.88 -1.59 0.406
H 0.27 -0.09 -2.99 0.243
H 0.20 -1.62 -2.38 0.179
H 1.54 0.13 1.49 0.315
H 2.17 1.69 1.69 0.330
H 1.86 1.14 -2.23 0.317
H 2.15 -0.19 -1.42 0.333
O 2.51 0.62 -1.79 -0.636
H -1.02 -1.52 2.79 0.337
H 0.22 -2.27 2.91 0.306
O -0.66 -2.38 2.56 -0.608
```

Computed properties:
Multiplicity ... 2
Expectation value of S² ... 0.754
Calculated total energy ... -421.6270 hartree
ΔE to the lowest compared entry with this formula, charge and spin ... 193.4 kJ/mol
HOMO energy (spin up / spin down) ... -13.03 / -13.00 eV
Net charge ... +1
LUMO level (spin up / spin down) ... -3.495 / -8.698 eV

(3)
ORCA calculation (the ωB97M-V functional and the def2-TZVPD basis) on C7H7NO as an isolated structure.

Geometry as XYZ:
```
16
Properties=species:S:1:pos:R:3:mulliken_charge:R:1
C 0.59 0.61 0.79 0.874
C 1.43 1.51 1.64 -0.726
C 0.46 -1.36 -0.74 0.356
C 1.68 1.42 0.24 -0.566
C -0.96 0.78 0.54 -0.843
C -1.11 -1.36 -0.87 -0.521
C -0.99 -0.75 0.53 -0.099
N 0.44 -0.77 0.52 -0.136
O 1.36 -1.70 -1.48 -0.568
H 2.62 0.92 0.13 0.229
H 1.68 2.06 -0.58 0.352
H -1.44 1.45 1.18 0.406
H -1.17 1.24 -0.37 0.313
H -1.43 -0.60 -1.73 0.199
H -1.56 -2.40 -1.13 0.268
H -1.60 -1.06 1.33 0.464
```

Computed properties:
Multiplicity ... 3
Expectation value of S² ... 2.006
Calculated total energy ... -400.6294 hartree
ΔE to the lowest compared entry with this formula, charge and spin ... 316.7 kJ/mol
HOMO energy (spin up / spin down) ... -8.20 / -9.56 eV
LUMO level (spin up / spin down) ... 0.869 / -1.564 eV

(4)
ORCA calculation (the ωB97M-V functional and the def2-TZVPD basis) on C22H29N5O4RuS4 as an isolated structure.

Geometry as XYZ:
```
65
Properties=species:S:1:pos:R:3:mulliken_charge:R:1
Ru -1.19 1.51 0.09 0.347
C 6.52 -2.06 -0.21 -1.523
C 5.26 -1.27 -0.44 0.874
C 4.02 -1.79 -0.08 -1.113
C 2.86 -1.08 -0.32 -0.136
C 2.94 0.17 -0.92 -0.098
C 4.17 0.71 -1.29 -0.715
C 5.32 -0.02 -1.05 -0.756
S 1.49 1.09 -1.22 1.821
O 0.49 0.35 -1.97 -0.917
O 1.86 2.37 -1.73 -0.784
N 0.74 1.23 0.27 0.682
C 1.51 1.33 1.45 -0.969
C 0.42 2.03 2.67 0.453
O 1.21 2.36 3.52 -0.352
O -0.75 2.00 2.39 -0.373
H 6.35 -2.88 0.48 0.367
H 7.31 -1.42 0.20 0.401
H 6.88 -2.47 -1.15 0.334
H 3.97 -2.76 0.40 0.389
H 1.90 -1.48 -0.03 0.391
H 4.22 1.68 -1.76 0.562
H 6.27 0.39 -1.34 0.448
H 2.38 1.97 1.40 0.580
H 1.73 0.38 1.94 0.421
C -4.28 -0.32 -1.11 -1.309
C -4.29 1.12 -0.75 0.729
N -3.26 1.88 -0.43 0.000
C -3.61 3.21 -0.32 -0.175
C -4.94 3.45 -0.48 -0.354
S -5.75 2.00 -0.84 -0.102
C -2.53 4.16 -0.15 -0.213
C -2.61 5.51 -0.15 -0.353
S -1.06 6.18 0.07 -0.085
C -0.37 4.64 0.15 0.314
N -1.24 3.65 0.01 0.252
C 1.09 4.53 0.44 -0.859
H -3.33 -0.59 -1.57 0.178
H -5.08 -0.53 -1.81 0.534
H -4.43 -0.95 -0.23 0.290
H -5.45 4.39 -0.44 0.454
H -3.48 6.13 -0.28 0.464
H 1.55 5.52 0.39 0.562
H 1.58 3.88 -0.28 0.116
H 1.24 4.17 1.45 0.199
C -3.30 -3.59 2.26 -0.782
C -1.83 -3.26 2.40 -0.780
N -1.15 -3.13 1.11 -0.166
C -1.05 -2.03 0.37 0.684
S -1.82 -0.59 0.99 -0.145
N -0.45 -2.06 -0.81 0.404
C 0.12 -3.26 -1.43 -0.951
C -0.92 -4.13 -2.11 -1.227
H -3.77 -3.64 3.24 0.375
H -3.45 -4.55 1.77 0.346
H -3.82 -2.82 1.68 0.139
H -1.30 -4.05 2.93 0.418
H -1.67 -2.34 2.96 0.402
H -0.86 -3.99 0.67 0.256
H -0.34 -1.17 -1.29 -0.024
H 0.70 -3.81 -0.68 0.543
H 0.85 -2.89 -2.16 0.474
H -1.71 -4.44 -1.42 0.309
H -0.45 -5.02 -2.51 0.404
H -1.39 -3.59 -2.93 0.345
```

Computed properties:
Multiplicity ... 5
Expectation value of S² ... 6.023
Calculated total energy ... -3117.5645 hartree
ΔE to the lowest compared entry with this formula, charge and spin ... 0.0 kJ/mol
HOMO energy (spin up / spin down) ... -14.34 / -14.33 eV
Net charge ... +2
LUMO level (spin up / spin down) ... -6.241 / -8.733 eV

(5)
ORCA calculation (the ωB97M-V functional and the def2-TZVPD basis) on an isolated ion of composition C4H11N3 and charge +2.

Geometry as XYZ:
```
18
Properties=species:S:1:pos:R:3:mulliken_charge:R:1
C 2.53 0.29 -0.53 -1.282
C 1.25 -0.37 -0.22 0.921
N 1.23 -1.54 0.37 -0.371
N 0.13 0.27 -0.57 -0.325
C -1.43 0.24 0.27 0.718
C -2.44 0.88 -0.51 -1.189
N -1.47 -0.35 1.39 -0.207
H 3.30 -0.43 -0.83 0.410
H 2.90 0.78 0.38 0.350
H 2.45 1.05 -1.30 0.386
H 2.11 -2.01 0.56 0.259
H 0.40 -2.11 0.44 0.282
H 0.21 1.15 -1.07 0.287
H -3.45 0.59 -0.20 0.425
H -2.38 1.97 -0.38 0.389
H -2.31 0.71 -1.58 0.369
H -2.35 -0.39 1.91 0.319
H -0.67 -0.73 1.88 0.258
```

Computed properties:
Calculated total energy ... -322.6099 hartree
ΔE to the lowest compared entry with this formula, charge and spin ... 44.4 kJ/mol
HOMO energy ... -20.28 eV
Net charge ... +2
LUMO level ... -9.481 eV
Structure (SMILES) ... CC(=[NH2+])/[NH+]=C(/C)N

(6)
ORCA calculation (the ωB97M-V functional and the def2-TZVPD basis) on an isolated ion of composition C3H2NO2S and charge -1.

Geometry as XYZ:
```
9
Properties=species:S:1:pos:R:3:mulliken_charge:R:1
C -1.24 -0.42 -0.07 -0.658
C 0.40 -0.22 1.39 -0.022
C -0.48 0.05 -1.07 0.585
N 1.02 0.14 -0.78 -0.136
O -0.67 0.48 -2.23 -0.760
O 1.42 -0.08 0.54 -0.142
S 0.55 -0.54 2.93 -0.397
H -2.21 -0.48 0.43 0.309
H 1.21 1.07 -1.13 0.220
```

Computed properties:
Calculated total energy ... -718.8180 hartree
ΔE to the lowest compared entry with this formula, charge and spin ... 498.9 kJ/mol
HOMO energy ... -3.73 eV
Net charge ... -1
LUMO level ... 3.453 eV

(7)
ORCA calculation (the ωB97M-V functional and the def2-TZVPD basis) on C10H10N2OS in the gas phase.

Geometry as XYZ:
```
24
Properties=species:S:1:pos:R:3:mulliken_charge:R:1
C 0.96 -2.09 0.82 -0.257
C 1.21 0.32 0.79 -0.375
C 1.85 -2.17 1.84 -0.446
C 2.04 0.10 1.93 -0.481
C 0.55 -0.85 0.34 0.398
C -2.28 1.38 0.76 -0.258
C -2.46 0.16 1.28 -0.341
C -0.93 0.90 -1.12 0.672
C -0.57 -0.79 -0.65 -0.225
C -0.22 1.32 -2.42 -1.692
N 2.41 -1.08 2.36 -0.579
N -1.68 1.66 -0.50 -0.551
O -1.58 -2.34 1.35 -0.512
S -2.14 -1.35 0.40 0.358
H 0.55 -3.03 0.47 0.399
H 1.08 1.24 0.35 0.560
H 2.36 -3.05 2.30 0.355
H 2.57 0.99 2.34 0.330
H -2.35 2.29 1.44 0.323
H -2.84 0.06 2.28 0.451
H -0.54 -1.22 -1.64 0.578
H 0.74 1.03 -2.46 0.406
H -0.24 2.30 -2.65 0.536
H -0.82 0.97 -3.31 0.350
```

Computed properties:
Multiplicity ... 3
Expectation value of S² ... 2.014
Calculated total energy ... -969.7421 hartree
ΔE to the lowest compared entry with this formula, charge and spin ... 192.5 kJ/mol
HOMO energy (spin up / spin down) ... -6.07 / -9.32 eV
LUMO level (spin up / spin down) ... 0.451 / -3.163 eV

(8)
ORCA calculation (the ωB97M-V functional and the def2-TZVPD basis) on C4H6N2 in the gas phase.

Geometry as XYZ:
```
12
Properties=species:S:1:pos:R:3:mulliken_charge:R:1
C -1.65 -0.21 -0.16 -1.229
C -0.28 0.35 0.14 0.884
C 0.81 -0.61 0.04 -0.474
C 2.18 -0.26 -0.22 -0.160
N 2.29 0.54 0.72 -0.293
N -0.05 1.57 0.44 -0.636
H -2.45 0.36 0.32 0.373
H -1.85 -0.20 -1.23 0.281
H -1.76 -1.25 0.17 0.329
H 0.60 -1.68 0.21 0.323
H 3.03 -0.71 -0.73 0.372
H -0.88 2.14 0.29 0.232
```

Computed properties:
Calculated total energy ... -265.3795 hartree
ΔE to the lowest compared entry with this formula, charge and spin ... 409.9 kJ/mol
HOMO energy (spin up / spin down) ... -8.82 / -8.55 eV
LUMO level (spin up / spin down) ... -0.513 / -0.053 eV